Entry from OMol25: a molecular structure, C5H6Cl2O4RhTm (ωB97M-V/def2-TZVPD).

```
19
Properties=species:S:1:pos:R:3:lowdin_spin:R:1
Tm -0.595 -0.033 -0.281 2.0133
Rh -1.352 -2.759 -1.237 2.2230
Cl -1.852 -1.835 0.967 0.6833
Cl 0.836 -1.766 -1.069 0.4587
O -0.674 -3.781 -3.955 0.0651
O -2.806 2.108 0.865 -0.0011
O 1.337 0.621 0.386 0.0581
O -4.088 -3.945 -1.418 0.0766
C -0.932 -3.395 -2.923 0.1428
C 1.147 1.915 1.127 0.0343
C 2.537 2.387 1.534 0.0737
C -2.026 1.340 0.466 0.0058
C -3.052 -3.497 -1.347 0.1319
H 3.164 2.561 0.670 0.0011
H 0.665 2.588 0.424 0.0012
H 3.000 1.670 2.202 0.0010
H 2.379 3.322 2.060 0.0283
H 1.788 0.816 -0.438 0.0017
H 0.525 1.683 1.967 0.0011
```

Calculated values
Energy   -2609.09021 hartree
Net charge   +4
Energy relative to the best compared isomer or geometry (same formula, charge and spin)   415.6 kJ/mol
Multiplicity   7
Strongest force on any atom   12.6 eV/Å

---

Entry from OMol25: a molecular structure, C5H6Cl3F3O2 (ωB97M-V/def2-TZVPD).

```
19
Properties=species:S:1:pos:R:3:mulliken_charge:R:1
Cl -5.055 29.405 4.915 -0.1504
Cl -2.504 30.812 4.441 -0.1205
Cl -3.182 29.798 7.073 -0.1877
F -9.694 26.763 6.802 -0.2221
F -10.203 27.308 8.844 -0.2512
F -11.059 28.436 7.265 -0.2395
O -7.593 28.300 7.253 -0.3532
O -8.919 29.932 8.185 -0.5426
C -8.757 28.806 7.730 0.3976
C -5.475 28.683 8.385 -0.9289
C -6.363 29.052 7.182 0.0276
C -9.965 27.764 7.611 0.8470
C -3.341 29.526 5.326 0.1353
H -6.646 30.105 7.182 0.3591
H -2.834 28.585 5.109 0.3003
H -5.915 29.086 9.297 0.3545
H -4.506 29.166 8.260 0.1065
H -5.358 27.600 8.426 0.3407
H -5.758 28.819 6.306 0.1275
```

Calculated values
Energy   -2024.69429 hartree
Energy relative to the best compared isomer or geometry (same formula, charge and spin)   205.7 kJ/mol
Multiplicity   1
Strongest force on any atom   4.9 eV/Å

---

Entry from OMol25: C5H6Cl3OP in the gas phase (ωB97M-V/def2-TZVPD).

```
16
Properties=species:S:1:pos:R:3:mulliken_charge:R:1
Cl -0.496 2.379 -0.273 -0.1584
Cl 2.303 -1.715 -1.064 -0.1978
Cl 4.208 -0.250 0.977 -0.2302
P 2.516 0.001 -0.042 0.8049
O 2.575 1.152 -0.936 -0.5332
C -0.528 0.563 -0.396 0.4458
C -1.904 0.166 -0.841 -0.3856
C 1.241 -0.056 1.241 -0.6090
C -0.041 0.137 0.945 -0.3354
C -2.653 -0.822 -0.380 -0.8251
H -2.322 -1.480 0.408 0.2842
H 1.579 -0.282 2.237 0.4483
H -0.789 0.106 1.728 0.4526
H -3.625 -1.026 -0.791 0.2674
H 0.209 0.335 -1.173 0.2785
H -2.275 0.793 -1.641 0.2931
```

Calculated values
Energy   -1991.33702 hartree
SMILES string   C=C[C@@H](Cl)/C=C\P(=O)(Cl)Cl
Energy relative to the best compared isomer or geometry (same formula, charge and spin)   5.9 kJ/mol
Multiplicity   1
Strongest force on any atom   0.7 eV/Å

---

Entry from OMol25: a molecular structure, C5H6ClFSi (ωB97M-V/def2-TZVPD).

```
14
Properties=species:S:1:pos:R:3:mulliken_charge:R:1
Cl -2.339 -0.373 1.146 -0.1455
Si 1.209 -1.181 1.500 0.3124
F -1.237 -1.820 -0.718 -0.2356
C 0.260 -0.209 0.219 -0.1899
C 0.696 0.867 -0.406 -0.2318
C -1.367 0.864 -1.452 -0.7983
C -0.217 1.559 -1.338 -0.1573
C -1.116 -0.581 -0.158 0.5281
H 1.689 1.252 -0.345 0.4305
H 0.123 2.544 -1.883 0.2745
H 1.979 -0.224 2.294 -0.1184
H -0.063 -1.725 2.198 -0.0674
H 2.500 -1.753 1.046 -0.0806
H -2.116 0.781 -2.103 0.4793
```

Calculated values
Energy   -1043.52871 hartree
Energy relative to the best compared isomer or geometry (same formula, charge and spin)   0.0 kJ/mol
Multiplicity   1
Strongest force on any atom   6.6 eV/Å

---

Entry from OMol25: 2 unconnected molecules or ions with the total composition C5H6ClN2S (ωB97M-V/def2-TZVPD).

```
15
Properties=species:S:1:pos:R:3:mulliken_charge:R:1
Cl -2.555 2.171 1.024 -0.1993
S -2.205 0.205 1.648 0.1866
N 1.514 1.161 -0.857 0.0017
N 0.246 0.104 0.544 0.2388
C 1.550 -0.196 0.856 -0.2018
C -0.812 -0.425 1.229 -0.0225
C 2.343 0.481 -0.014 -0.4374
C 0.252 0.940 -0.503 -0.1227
C -2.015 -2.024 -0.898 -0.4086
H 3.410 0.528 -0.086 0.4077
H -3.109 -2.123 -0.877 0.2383
H 1.796 -0.846 1.672 0.4647
H -1.607 -3.024 -1.105 0.2129
H -0.623 1.316 -0.997 0.4085
H 1.817 1.731 -1.636 0.2331
```

Calculated values
Energy   -1161.53640 hartree
Net charge   +1
Energy relative to the best compared isomer or geometry (same formula, charge and spin)   469.1 kJ/mol
Multiplicity   1
Strongest force on any atom   1.7 eV/Å

---

Entry from OMol25: C5H6ClNS in the gas phase (ωB97M-V/def2-TZVPD).

```
14
Properties=species:S:1:pos:R:3:mulliken_charge:R:1
Cl 1.808 0.625 1.187 -0.1963
S -1.584 1.823 -0.404 -0.1841
N -1.413 -2.284 -1.553 -0.4156
C -1.248 0.373 0.715 -0.8544
C 1.964 -1.423 -0.551 -1.1278
C -0.872 -1.513 -0.902 -0.0283
C 1.016 -0.528 0.145 1.0080
C -0.277 -0.544 0.007 -0.0808
H 2.623 -0.787 -1.143 0.3107
H -2.643 2.332 0.319 0.1387
H 2.482 -2.088 0.177 0.2901
H -0.794 0.786 1.646 0.3750
H 1.535 -2.144 -1.289 0.3514
H -2.212 -0.085 0.955 0.4135
```

Calculated values
Energy   -1107.22647 hartree
SMILES string   C/C(Cl)=C(\C#N)CS
Energy relative to the best compared isomer or geometry (same formula, charge and spin)   62.5 kJ/mol
Multiplicity   1
Strongest force on any atom   2.8 eV/Å

---

Entry from OMol25: C5H6ClP in the gas phase (ωB97M-V/def2-TZVPD).

```
13
Properties=species:S:1:pos:R:3:mulliken_charge:R:1
Cl 1.076 2.034 -3.758 -0.2741
P 0.574 1.528 -1.906 0.0682
C -0.276 0.693 0.571 -0.1062
C 0.380 1.112 1.584 -0.6845
C 0.183 -0.060 -2.235 -0.1243
C -0.209 -1.033 -1.264 -0.5955
C -0.205 -0.686 0.129 -0.3262
H -0.240 -2.057 -1.458 0.3927
H 0.458 2.068 1.999 0.3433
H -0.845 1.312 -0.218 0.3370
H 0.961 0.270 2.016 0.2113
H 0.131 -0.413 -3.270 0.3427
H -0.493 -1.356 0.856 0.4156
```

Calculated values
Energy   -995.57647 hartree
SMILES string   C=C/C=C\C=P\Cl
Energy relative to the best compared isomer or geometry (same formula, charge and spin)   103.5 kJ/mol
Multiplicity   1
Strongest force on any atom   5.6 eV/Å

---

Entry from OMol25: a molecular structure, C5H6CrO11 (ωB97M-V/def2-TZVPD).

```
23
Properties=species:S:1:pos:R:3:lowdin_spin:R:1
Cr -0.263 -0.262 -0.071 3.0316
O -1.311 0.541 1.790 0.0470
O -3.536 -1.470 -2.052 0.0122
O 1.157 1.095 -1.291 -0.0476
O 1.001 -1.767 -0.601 -0.0370
O 0.400 -1.947 1.244 0.0068
O 1.915 -3.531 0.602 0.0017
O 1.397 0.821 0.725 -0.0607
O -2.311 -1.302 -0.268 0.5230
O -1.594 1.559 0.048 0.0013
O -2.529 2.412 2.026 0.0037
O -1.337 -0.784 -1.829 0.4640
C 1.163 -2.475 0.437 0.0072
C 3.021 2.138 -0.370 -0.0034
C -1.847 1.500 1.294 0.0085
C -2.403 -1.255 -1.467 0.0421
C 1.864 1.294 -0.296 -0.0020
H -4.054 -1.939 -1.394 0.0023
H 2.113 -3.761 -0.309 -0.0001
H 3.840 1.649 0.157 -0.0001
H -2.730 2.031 2.884 0.0003
H 3.266 2.388 -1.403 -0.0014
H 2.776 3.067 0.144 0.0003
```

Calculated values
Energy   -2066.21848 hartree
Multiplicity   5
Strongest force on any atom   5.7 eV/Å

---

Entry from OMol25: a molecular structure, C5H6CsLiMgO4 (ωB97M-V/def2-TZVPD).

```
18
Properties=species:S:1:pos:R:3:mulliken_charge:R:1
Cs 1.452 1.192 0.341 1.0776
Mg -1.655 -2.091 -1.332 0.8247
O -1.102 -2.101 0.499 -0.5825
O -0.316 0.462 -1.579 -0.5464
O -1.248 0.224 -3.511 -0.3038
O -0.485 -0.435 1.809 -0.6966
C -2.430 -1.482 3.698 -0.8736
C -1.779 -2.176 2.761 -0.3606
C -2.298 -0.359 -4.280 -0.6693
C -1.012 -0.268 -2.301 0.2396
C -1.119 -1.509 1.608 1.1525
Li 0.156 -0.141 3.555 0.8863
H -3.202 -0.482 -3.670 0.3262
H -2.920 -1.987 4.530 0.2821
H -2.513 -0.391 3.654 0.3639
H -1.805 -3.266 2.725 0.3302
H -1.979 -1.325 -4.695 0.3165
H -2.506 0.338 -5.097 0.2333
```

Calculated values
Energy   -722.39623 hartree
Net charge   +2
Energy relative to the best compared isomer or geometry (same formula, charge and spin)   102.1 kJ/mol
Multiplicity   1
Strongest force on any atom   1.7 eV/Å

---

Entry from OMol25: a molecular structure, C5H6CuLi2O4 (ωB97M-V/def2-TZVPD).

```
18
Properties=species:S:1:pos:R:3:lowdin_spin:R:1
Cu -2.495 -1.157 0.206 0.1282
O 0.060 0.063 -2.469 0.1199
O -1.482 -0.925 -1.373 0.3315
O -1.707 0.752 1.148 0.0256
O -1.587 -1.179 1.996 0.0062
C 1.433 -0.909 1.454 0.0043
C -0.983 -0.062 1.785 -0.0037
C -0.705 0.081 -1.396 0.3544
C 0.489 0.067 1.689 0.0025
C 1.040 1.080 -2.645 0.0103
Li -0.884 -2.452 3.225 0.0000
Li -1.753 2.037 -0.266 0.0136
H 1.875 0.632 -3.195 0.0012
H 0.826 0.849 2.375 -0.0002
H 1.384 1.450 -1.671 0.0048
H 1.417 -1.486 0.524 0.0002
H 0.630 1.914 -3.228 0.0011
H 2.441 -0.755 1.843 0.0001
```

Calculated values
Energy   -2149.99554 hartree
Net charge   +2
Energy relative to the best compared isomer or geometry (same formula, charge and spin)   0.0 kJ/mol
Multiplicity   2
Strongest force on any atom   5.2 eV/Å

---

Which formula does entry 8 have?
C5H6CrO11

---

Repeat the fifth record exactly.
Entry from OMol25: 2 unconnected molecules or ions with the total composition C5H6ClN2S (ωB97M-V/def2-TZVPD).

```
15
Properties=species:S:1:pos:R:3:mulliken_charge:R:1
Cl -2.555 2.171 1.024 -0.1993
S -2.205 0.205 1.648 0.1866
N 1.514 1.161 -0.857 0.0017
N 0.246 0.104 0.544 0.2388
C 1.550 -0.196 0.856 -0.2018
C -0.812 -0.425 1.229 -0.0225
C 2.343 0.481 -0.014 -0.4374
C 0.252 0.940 -0.503 -0.1227
C -2.015 -2.024 -0.898 -0.4086
H 3.410 0.528 -0.086 0.4077
H -3.109 -2.123 -0.877 0.2383
H 1.796 -0.846 1.672 0.4647
H -1.607 -3.024 -1.105 0.2129
H -0.623 1.316 -0.997 0.4085
H 1.817 1.731 -1.636 0.2331
```

Calculated values
Energy   -1161.53640 hartree
Net charge   +1
Energy relative to the best compared isomer or geometry (same formula, charge and spin)   469.1 kJ/mol
Multiplicity   1
Strongest force on any atom   1.7 eV/Å

---

The lowest energy belongs to which entry?
C5H6Cl2O4RhTm